The following is a quantum chemistry calculation of a molecular structure, C3H2Br4 at a distorted geometry, from OMol25.

Last column: Löwdin charge in e.
Cartesian coordinates (Å):
C (-0.43675, -0.16700, -0.67239)  -0.19
C (-1.48840, -0.36457, 0.36729)  -0.82
C (-1.61522, 0.80999, -0.53831)  -1.29
Br (-1.90257, -0.90198, 1.99095)  0.82
Br (-1.25562, 1.35439, 3.60454)  -0.10
Br (-1.02951, 2.71536, -0.16772)  0.57
Br (-3.10769, 0.83965, -1.61173)  0.74
H (0.61294, 0.31943, -0.44810)  0.14
H (-0.57358, -0.98751, -1.43162)  0.12

LUMO level (spin up / spin down) = -1.8 / -2.7 eV
ΔE to the lowest compared entry with this formula, charge and spin = 73.7 kcal per mole
Total charge = 0
DFT total energy = -283308.697 eV


The following is a quantum chemistry calculation of a molecular structure, C4H8FO2Tb at a distorted geometry, from OMol25.

Last column: Löwdin spin population.
Cartesian coordinates (Å):
O (-1.49516, 0.61639, 1.33383)  0.19
C (-0.61753, -0.21073, 1.91026)  0.46
C (0.74196, -0.15374, 1.23195)  0.07
O (0.50476, -0.40171, -0.15498)  0.01
C (1.07539, 0.48603, -1.16850)  -0.02
C (-0.02450, 0.84895, -2.14471)  -0.27
Tb (-1.71800, 0.07969, -0.64648)  6.38
H (-0.59267, -0.79366, 2.84331)  0.03
H (1.42725, -0.91706, 1.62965)  0.00
H (1.20858, 0.83919, 1.36575)  0.02
H (1.91432, -0.07357, -1.61181)  -0.01
H (1.47375, 1.37061, -0.64896)  0.00
H (0.01722, 0.26237, -3.07300)  -0.01
H (-0.05983, 1.92594, -2.35822)  -0.01
H (-1.46720, -2.00425, 1.06136)  0.06
F (-2.38834, -1.87445, 0.43054)  0.09

LUMO level (spin up / spin down) = -5.5 / -4.7 eV
2S+1 = 8
Total charge = +1
DFT total energy = -33513.824 eV


The following is a quantum chemistry calculation of 5 unconnected molecules or ions with the total composition C26H28F5NO15 at a distorted geometry, from OMol25.

Last column: Löwdin charge in e.
Cartesian coordinates (Å):
C (-5.08468, 2.96758, 0.45201)  -0.14
C (-3.58616, 2.24198, 0.58855)  -0.23
C (-3.22457, 1.54802, -0.86431)  -0.22
O (-2.22334, 0.47456, -0.79931)  -0.20
C (-0.97389, 0.89929, -0.15432)  -0.17
C (-0.41414, 2.37142, -0.60834)  -0.03
C (-0.29640, 2.77226, -2.21348)  0.08
C (0.21495, 4.26200, -2.67177)  -0.01
C (0.57833, 5.25908, -1.41262)  -0.01
C (0.53496, 4.93545, 0.19404)  0.09
C (0.00958, 3.40855, 0.61618)  -0.01
C (-0.04150, 3.05938, 2.21676)  -0.24
C (-1.35183, 3.63497, 3.01574)  -0.07
F (1.15255, 3.75618, 2.82729)  -0.13
C (0.97442, 6.60420, -2.26448)  -0.24
O (1.34665, 7.77690, -1.73415)  -0.03
N (0.82673, 6.35312, -3.77866)  0.07
C (0.41654, 4.91714, -4.16153)  -0.23
O (0.31789, 4.38148, -5.39515)  -0.03
H (-5.91485, 2.14675, 0.53337)  0.08
H (-5.15263, 3.57727, -0.57145)  0.09
H (-5.14835, 3.79798, 1.30016)  0.08
H (-3.50409, 1.52030, 1.50525)  0.11
H (-2.82861, 3.15745, 0.69976)  0.09
H (-4.23871, 1.03285, -1.22711)  0.14
H (-3.00257, 2.38552, -1.66087)  0.12
H (-1.06522, 0.75800, 1.02108)  0.12
H (-0.14111, 0.11194, -0.48876)  0.14
H (-0.59312, 1.97268, -3.01664)  0.11
H (0.83161, 5.75541, 0.97459)  0.12
H (0.09563, 1.92512, 2.47252)  0.12
H (-1.07224, 3.73412, 4.16935)  0.10
H (-1.69856, 4.68773, 2.62434)  0.10
H (-2.24772, 2.85266, 2.98582)  0.08
H (0.03647, 6.86733, -4.24479)  0.14
O (-0.38630, -1.86166, 2.93558)  0.14
C (0.74196, -1.40843, 2.83818)  -0.49
O (1.87617, -2.09457, 3.17618)  0.08
C (2.96528, -1.27854, 2.79423)  -0.07
C (2.35903, 0.08304, 2.77805)  -0.32
F (2.94566, 0.86105, 1.84092)  0.09
O (1.02583, -0.15448, 2.38684)  0.09
H (3.32659, -1.59312, 1.80941)  0.14
H (3.78644, -1.35969, 3.51151)  0.15
H (2.37308, 0.59217, 3.74764)  0.18
O (5.67760, -2.48206, 0.83571)  0.15
C (5.55716, -3.53493, 1.43971)  -0.50
O (5.78766, -4.76590, 0.88921)  0.08
C (5.66808, -5.70248, 1.94110)  -0.07
C (4.80867, -4.97980, 2.92132)  -0.33
F (5.11560, -5.33841, 4.18815)  0.08
O (5.16921, -3.62890, 2.74254)  0.12
H (6.66281, -5.93151, 2.33790)  0.15
H (5.20847, -6.63019, 1.58965)  0.15
H (3.73364, -5.09977, 2.74975)  0.18
O (0.74596, -0.55476, -2.83841)  0.13
C (0.23994, -0.76946, -3.92732)  -0.50
O (0.93957, -0.82021, -5.10181)  0.08
C (0.01940, -1.21921, -6.09782)  -0.07
C (-1.28924, -0.81583, -5.50923)  -0.33
F (-2.27376, -1.65507, -5.90175)  0.08
O (-1.09191, -0.98028, -4.12327)  0.14
H (0.09883, -2.30041, -6.25307)  0.15
H (0.22310, -0.71289, -7.04520)  0.15
H (-1.57597, 0.21998, -5.71997)  0.18
O (-0.82900, -7.39761, 1.17241)  0.14
C (-1.52322, -6.39469, 1.16295)  -0.50
O (-1.09060, -5.15846, 1.55796)  0.07
C (-2.14136, -4.25740, 1.27169)  -0.08
C (-3.33545, -5.14927, 1.25099)  -0.33
F (-4.26107, -4.69567, 0.37627)  0.08
O (-2.82621, -6.37051, 0.76507)  0.14
H (-1.95446, -3.77719, 0.30533)  0.15
H (-2.21395, -3.48295, 2.04003)  0.13
H (-3.79525, -5.30656, 2.23250)  0.18

LUMO level = -1.6 eV
Total charge = 0
DFT total energy = -73193.106 eV
SMILES = CCCOCc1cc2c(cc1[C@H](C)F)C(=O)NC2=O.O=C1OC[C@@H](F)O1.O=C1OC[C@@H](F)O1.O=C1OC[C@@H](F)O1.O=C1OC[C@@H](F)O1


The following is a quantum chemistry calculation of a molecular structure, CH35O19V at a distorted geometry, from OMol25.

Last column: Löwdin charge in e.
Cartesian coordinates (Å):
O (1.38707, -1.44400, 2.43548)  -0.33
V (2.46207, -1.14300, 1.26948)  1.10
O (2.57907, 0.46800, 1.52648)  -0.30
C (0.19907, -0.27500, -0.15552)  -0.12
O (1.02707, -1.45900, -0.14652)  -0.38
H (0.33707, 0.41100, 0.67048)  0.07
H (-0.82293, -0.64100, -0.20552)  0.06
H (0.41207, 0.27500, -1.11252)  0.08
O (-0.88893, -0.82600, -3.61452)  -0.01
H (-0.11093, -0.75200, -3.08852)  -0.02
H (-0.77593, -0.30100, -4.39852)  0.06
O (0.01207, 2.49700, 2.60648)  -0.02
H (0.84407, 2.56700, 3.01448)  0.05
H (-0.49393, 3.26700, 2.93348)  0.11
O (-1.66293, 2.03100, -2.54352)  -0.06
H (-0.76693, 1.97400, -2.94952)  0.02
H (-1.46393, 2.32000, -1.67152)  -0.04
O (2.81107, -3.19800, 0.95248)  0.01
H (2.14407, -3.64900, 0.47848)  0.09
H (3.01807, -3.63500, 1.74948)  0.08
O (-0.19593, 3.24500, -0.13552)  -0.05
H (-0.24393, 2.91400, 0.76048)  -0.01
H (-1.10393, 3.51600, -0.16852)  0.03
O (3.58607, -0.58300, -0.37552)  -0.07
H (3.08007, -0.56700, -1.16752)  0.02
H (4.45207, -0.17400, -0.56752)  0.14
O (-2.36693, 0.36200, 2.53048)  -0.05
H (-1.66993, 0.08400, 3.09948)  -0.02
H (-2.48393, -0.33500, 1.85748)  0.00
O (2.41107, 2.22100, -0.26452)  -0.06
H (1.49807, 2.31200, -0.52052)  -0.03
H (2.56107, 1.44900, 0.30748)  -0.06
O (-3.07593, -0.53200, -1.76252)  -0.05
H (-3.72393, 0.09900, -1.51352)  0.02
H (-2.29993, -0.03700, -2.09052)  0.01
O (-1.18093, -2.82500, -1.38452)  -0.05
H (-1.63793, -2.25600, -2.00152)  0.00
H (-0.45193, -2.31000, -0.93652)  0.01
O (-2.64493, 1.96400, 0.30248)  -0.07
H (-3.50293, 1.65100, -0.02652)  0.06
H (-2.31693, 1.47100, 1.09748)  0.02
O (1.17807, 1.92900, -2.96552)  0.01
H (1.43707, 1.19200, -2.48952)  -0.04
H (1.69207, 2.63800, -2.64052)  0.04
O (-0.75893, -2.25400, 2.42048)  -0.06
H (0.21007, -2.16500, 2.36248)  -0.07
H (-1.03393, -2.59400, 3.29248)  0.09
O (0.01507, 0.10100, 3.92248)  -0.07
H (0.48307, -0.54400, 3.36348)  -0.03
H (-0.13693, 0.91100, 3.41948)  -0.02
O (1.94607, -1.19300, -2.59752)  -0.03
H (1.44207, -1.45900, -1.80452)  0.00
H (2.15607, -1.95500, -3.09952)  0.06
O (-2.92693, -1.63600, 0.70248)  -0.04
H (-2.40893, -1.32700, -0.01752)  -0.05
H (-2.22893, -1.80000, 1.34048)  -0.01

LUMO level = -2.7 eV
ΔE to the lowest compared entry with this formula, charge and spin = 0.0 kcal per mole
Total charge = 0
DFT total energy = -66194.663 eV


The following is a quantum chemistry calculation of a molecular structure, C56H63CoFGe3NO4P at a distorted geometry, from OMol25.

Last column: Löwdin spin population.
Cartesian coordinates (Å):
Co (-0.03108, 0.11426, 0.19304)  1.66
O (0.94303, -1.17067, 1.10506)  0.00
C (1.33881, 0.05680, 1.42735)  0.26
C (1.43855, 0.64355, 2.75012)  0.03
C (2.54407, 0.48372, 3.58992)  0.02
C (2.55704, 1.12794, 4.81218)  0.00
C (1.49419, 1.93974, 5.20124)  0.02
C (0.40696, 2.11939, 4.36168)  0.00
C (0.38319, 1.48066, 3.12760)  0.02
P (-0.97246, 1.55652, 1.91217)  0.03
C (-2.39558, 1.28641, 3.05090)  0.01
C (-3.51890, 2.09815, 3.17942)  0.00
C (-4.56291, 1.72693, 4.01664)  0.00
C (-4.50157, 0.54862, 4.74153)  0.00
C (-3.36531, -0.24390, 4.65932)  0.00
C (-2.32674, 0.12353, 3.82351)  0.00
C (-1.02659, 3.32868, 1.49540)  0.00
C (0.09240, 4.13724, 1.69041)  0.00
C (0.02400, 5.49830, 1.43286)  0.00
C (-1.16230, 6.06645, 0.99289)  0.00
C (-2.26288, 5.26072, 0.74452)  0.00
C (-2.18712, 3.89446, 0.96629)  0.00
H (3.36988, -0.14179, 3.27277)  0.00
H (3.40465, 1.00093, 5.47304)  0.00
H (1.52142, 2.43687, 6.16195)  0.00
H (-0.41754, 2.75585, 4.65975)  0.00
H (-3.58324, 3.04080, 2.66083)  0.00
H (-5.42806, 2.37185, 4.09863)  0.00
H (-5.33028, 0.25304, 5.37095)  0.00
H (-3.28919, -1.14758, 5.25084)  0.00
H (-1.43575, -0.49027, 3.77964)  0.00
H (1.01850, 3.70553, 2.04702)  0.00
H (0.89686, 6.11804, 1.59237)  0.00
H (-1.22450, 7.13299, 0.82197)  0.00
H (-3.17493, 5.69480, 0.35612)  0.00
H (-3.02229, 3.25782, 0.70101)  0.00
C (-2.68718, -0.77801, -6.54299)  0.00
C (-3.22494, 0.51956, -5.94467)  0.00
C (-2.93926, 1.67735, -6.88864)  0.00
C (-3.41785, 2.99177, -6.29570)  0.00
C (-2.75223, 3.20460, -4.96464)  0.00
C (-2.50203, 4.47666, -4.50480)  0.00
C (-1.85527, 4.66403, -3.28904)  0.00
F (-1.60995, 5.91651, -2.87484)  0.00
C (-1.45885, 3.60873, -2.51913)  0.00
C (-1.73322, 2.30462, -2.94471)  0.00
C (-1.36836, 1.18027, -2.09026)  0.00
O (-0.70062, 1.39247, -1.02733)  0.01
C (-1.82445, -0.08992, -2.53818)  0.00
C (-2.40651, -0.21193, -3.76996)  0.00
N (-2.62166, 0.79862, -4.61429)  0.00
C (-2.36463, 2.09468, -4.18741)  0.00
C (-1.72815, -1.35236, -1.72361)  0.01
O (-2.22716, -2.37811, -2.15069)  0.01
O (-1.12239, -1.25422, -0.58792)  0.05
H (-2.95821, -0.81351, -7.59716)  0.00
H (-3.09422, -1.66789, -6.06635)  0.00
H (-1.60095, -0.80723, -6.46406)  0.00
H (-4.30634, 0.43569, -5.79781)  0.00
H (-3.43433, 1.48293, -7.83892)  0.00
H (-1.86208, 1.72606, -7.07400)  0.00
H (-4.50472, 2.97015, -6.17210)  0.00
H (-3.18226, 3.82267, -6.96002)  0.00
H (-2.80278, 5.33476, -5.09244)  0.00
H (-0.94656, 3.76002, -1.58422)  0.00
H (-2.70353, -1.20509, -4.07624)  0.00
C (-0.52748, -6.92898, 3.38420)  0.00
C (0.08591, -5.95679, 2.37973)  0.00
C (-0.97647, -5.25577, 1.53246)  0.00
C (-0.40783, -4.08775, 0.71165)  0.00
Ge (-0.40017, -2.46174, 1.82811)  0.01
C (0.45288, -2.53187, 3.62042)  0.00
C (-0.36511, -3.18303, 4.73924)  0.00
C (0.22969, -2.88643, 6.11867)  0.00
C (1.58828, -3.54371, 6.35153)  0.00
H (0.23988, -7.37559, 4.01672)  0.00
H (-1.05881, -7.73059, 2.86991)  0.00
H (-1.23924, -6.41253, 4.03175)  0.00
H (0.76832, -6.49765, 1.71926)  0.00
H (0.68050, -5.20480, 2.90879)  0.00
H (-1.78108, -4.90025, 2.18869)  0.00
H (-1.42316, -5.98146, 0.84990)  0.00
H (-1.03975, -3.85428, -0.14580)  0.00
H (0.58677, -4.34526, 0.34473)  0.00
H (-1.78799, -1.82391, 1.89227)  0.00
H (0.66449, -1.50012, 3.90299)  0.00
H (1.41850, -3.02785, 3.49477)  0.00
H (-0.42273, -4.26460, 4.58841)  0.00
H (-1.39272, -2.80374, 4.71142)  0.00
H (-0.46555, -3.23122, 6.88754)  0.00
H (0.32778, -1.80158, 6.23085)  0.00
H (1.50341, -4.63077, 6.30138)  0.00
H (1.96675, -3.28125, 7.33942)  0.00
H (2.32505, -3.21868, 5.61552)  0.00
C (1.66327, 3.53342, -2.40608)  0.00
Ge (2.92833, 2.21392, -1.66579)  -0.02
C (3.58864, 2.89658, 0.07027)  0.00
C (4.43356, 2.01530, -2.93635)  -0.01
Ge (1.89841, -0.03433, -1.24538)  -0.09
C (3.34528, -1.19253, -0.52172)  -0.01
C (4.59576, -0.62796, -0.27827)  0.00
C (5.64612, -1.38982, 0.21565)  0.00
C (5.45722, -2.73585, 0.48764)  0.00
C (4.21601, -3.31405, 0.25877)  0.00
C (3.17542, -2.54728, -0.24161)  0.00
C (1.35699, -0.89429, -2.94728)  -0.01
C (1.01123, -2.23871, -3.04741)  0.00
C (0.76062, -2.81112, -4.28509)  0.00
C (0.85968, -2.04659, -5.43870)  0.00
C (1.19733, -0.70273, -5.35024)  0.00
C (1.43195, -0.12919, -4.11017)  -0.01
H (2.22467, 4.41351, -2.72396)  0.00
H (0.95487, 3.83434, -1.63661)  0.00
H (1.10874, 3.14732, -3.26146)  0.00
H (3.55382, 3.98667, 0.07529)  0.00
H (4.61830, 2.58580, 0.24547)  0.00
H (2.97193, 2.52184, 0.88876)  0.00
H (4.86029, 3.00172, -3.12471)  0.00
H (4.10278, 1.59273, -3.88457)  0.00
H (5.21401, 1.37377, -2.53022)  0.00
H (4.75205, 0.42535, -0.47448)  0.00
H (6.61034, -0.92872, 0.38895)  0.00
H (6.27430, -3.33304, 0.87112)  0.00
H (4.05965, -4.36551, 0.46746)  0.00
H (2.21381, -3.01275, -0.41231)  0.00
H (0.91601, -2.84539, -2.15565)  0.00
H (0.48913, -3.85694, -4.34707)  0.00
H (0.68451, -2.49939, -6.40657)  0.00
H (1.30027, -0.10472, -6.24827)  0.00
H (1.70100, 0.92061, -4.04279)  0.00

LUMO level (spin up / spin down) = -3.0 / -3.1 eV
2S+1 = 3
ΔE to the lowest compared entry with this formula, charge and spin = 11.9 kcal per mole
Total charge = +1
DFT total energy = -287950.689 eV


The following is a quantum chemistry calculation of C17H23NO7 in the gas phase at a distorted geometry, from OMol25.

Last column: Löwdin charge in e.
Cartesian coordinates (Å):
C (6.23082, -0.00702, -0.39439)  -0.05
C (5.36103, -0.65182, -1.46315)  -0.20
O (4.04534, -0.91859, -0.96817)  0.00
C (3.87858, -2.03223, -0.26284)  -0.47
O (4.73382, -2.84853, -0.05419)  0.14
C (2.44578, -2.15202, 0.25346)  -0.11
C (1.43641, -1.95874, -0.88547)  -0.14
C (0.04700, -2.48960, -0.53765)  -0.17
C (-0.58459, -1.78255, 0.65981)  -0.16
C (-2.06410, -2.14573, 0.80418)  -0.17
O (-2.84633, -1.65231, -0.27019)  -0.03
C (-3.14785, -0.34406, -0.34507)  -0.25
C (-3.83033, 0.04805, -1.50750)  0.02
C (-4.20020, 1.35611, -1.69758)  0.01
C (-3.89144, 2.30458, -0.72363)  -0.17
N (-4.26402, 3.67299, -0.91764)  -0.37
O (-3.94274, 4.47404, -0.06171)  0.07
O (-4.87794, 3.95599, -1.92683)  0.08
C (-3.22445, 1.93007, 0.43659)  0.01
C (-2.85357, 0.61622, 0.62828)  -0.01
C (2.31502, -1.11897, 1.36517)  -0.49
O (2.34082, -1.39091, 2.53643)  0.13
O (2.22055, 0.11650, 0.88112)  0.00
C (2.17261, 1.18993, 1.82442)  -0.19
C (0.75051, 1.46325, 2.29220)  -0.06
H (7.20146, 0.24004, -0.81432)  0.08
H (5.76071, 0.90133, -0.02512)  0.08
H (6.37155, -0.69551, 0.43538)  0.08
H (5.80946, -1.59109, -1.80245)  0.12
H (5.21161, 0.01989, -2.31056)  0.13
H (2.34816, -3.14316, 0.70524)  0.17
H (1.38786, -0.89869, -1.13565)  0.12
H (1.80094, -2.49528, -1.76401)  0.13
H (0.10637, -3.56102, -0.33446)  0.12
H (-0.60094, -2.35096, -1.40607)  0.12
H (-0.49034, -0.70379, 0.52426)  0.10
H (-0.07299, -2.06240, 1.58074)  0.12
H (-2.18842, -3.23037, 0.75363)  0.13
H (-2.46366, -1.79655, 1.76294)  0.12
H (-4.05486, -0.70777, -2.24264)  0.12
H (-4.72317, 1.66825, -2.58823)  0.12
H (-3.00424, 2.68088, 1.18031)  0.12
H (-2.34498, 0.34812, 1.53993)  0.11
H (2.58158, 2.05140, 1.29276)  0.13
H (2.80928, 0.93872, 2.67875)  0.13
H (0.36238, 0.59751, 2.82358)  0.08
H (0.10875, 1.68564, 1.44244)  0.07
H (0.74972, 2.31572, 2.96515)  0.08

LUMO level = -0.3 eV
ΔE to the lowest compared entry with this formula, charge and spin = 3.0 kcal per mole
Total charge = 0
DFT total energy = -33822.708 eV
SMILES = CCOC(=O)C(CCCCOc1ccc([N+](=O)[O-])cc1)C(=O)OCC